a:
{"formula": "C3H6N4", "method": "the ωB97M-V functional and the def2-TZVPD basis", "symbols": ["C", "C", "C", "H", "H", "H", "H", "H", "H", "N", "N", "N", "N"], "xyz": [[-1.040, -0.013, -0.083], [0.887, 1.148, -0.009], [1.198, -0.314, 0.017], [-3.038, 0.224, 0.164], [-2.466, -1.350, 0.445], [1.270, 1.742, -0.794], [1.010, 1.706, 0.978], [3.019, -0.020, -0.091], [-0.196, -1.922, -0.239], [-2.340, -0.497, -0.176], [-0.623, 1.156, -0.126], [2.371, -0.865, -0.135], [-0.051, -0.995, 0.049]], "nbo_charge": [0.55, -0.33, 0.42, 0.40, 0.38, 0.23, 0.23, 0.33, 0.41, -0.81, -0.50, -0.66, -0.64], "smiles": "[H]/N=C1\\CN=C(N)N1", "spin_multiplicity": 1}


b:
{"formula": "C3H6N4", "method": "the ωB97M-V functional and the def2-TZVPD basis", "symbols": ["C", "C", "C", "H", "H", "H", "H", "H", "H", "N", "N", "N", "N"], "xyz": [[-0.902, 0.430, 2.270], [-0.754, 0.358, -0.195], [0.123, 0.018, -1.050], [-1.883, 0.811, 1.783], [-0.091, 1.416, 2.782], [-1.102, -0.463, 2.966], [-1.958, 0.987, -0.170], [1.052, -0.400, -3.032], [-0.779, -0.318, -2.849], [-0.337, 0.098, 1.008], [0.273, 0.015, -2.525], [1.160, -0.660, -0.370], [0.899, -0.434, 0.797]], "nbo_charge": [-0.40, -0.07, 0.17, 0.22, 0.22, 0.23, 0.20, 0.41, 0.37, -0.25, -0.86, -0.20, -0.05], "spin_multiplicity": 1}


c:
{"formula": "C3H6N4", "method": "the ωB97M-V functional and the def2-TZVPD basis", "symbols": ["C", "C", "C", "N", "N", "N", "N", "H", "H", "H", "H", "H", "H"], "xyz": [[0.324, 0.909, 1.171], [0.954, 0.317, 0.157], [-0.791, 0.254, 1.784], [-1.051, -0.952, 1.454], [-0.274, -1.618, 0.499], [0.472, -0.953, -0.430], [-0.193, -0.724, -1.657], [0.558, 1.801, 1.660], [1.863, 0.790, -0.073], [-1.319, 0.865, 2.514], [-0.749, -2.295, -0.020], [0.318, -0.832, -2.556], [-0.895, 0.090, -1.782]], "nbo_charge": [-0.29, -0.01, -0.03, -0.21, -0.29, -0.15, -0.73, 0.21, 0.20, 0.20, 0.38, 0.38, 0.35], "smiles": "NN1C=CC=NN1", "spin_multiplicity": 1}


Most stable structure, least stable structure: a, b.


a:
{"formula": "C3H6N4", "method": "the ωB97M-V functional and the def2-TZVPD basis", "symbols": ["C", "N", "C", "C", "N", "N", "N", "H", "H", "H", "H", "H", "H"], "xyz": [[0.548, 0.736, -0.012], [-2.521, -0.350, 0.128], [0.716, -0.882, 0.172], [1.552, 1.607, -0.114], [-0.757, 0.912, -0.325], [-1.274, -0.283, -0.351], [1.692, -1.480, -0.370], [-3.063, -1.130, -0.207], [-3.008, 0.530, 0.275], [2.009, -2.305, 0.135], [0.195, -1.269, 1.058], [2.554, 1.247, -0.284], [1.356, 2.669, -0.105]], "nbo_charge": [0.07, -0.57, 0.11, -0.37, -0.30, 0.04, -0.67, 0.38, 0.37, 0.34, 0.16, 0.23, 0.21], "smiles": "[H]/N=C/C(=C)/N=N/N", "spin_multiplicity": 1}


b:
{"formula": "C3H6N4", "method": "the ωB97M-V functional and the def2-TZVPD basis", "symbols": ["C", "C", "C", "H", "H", "H", "H", "H", "H", "N", "N", "N", "N"], "xyz": [[-1.166, 0.245, -1.620], [0.119, 0.373, 0.069], [1.111, -0.201, 1.874], [-2.421, 0.207, -1.116], [-0.411, -0.897, -1.744], [-1.075, 0.856, -3.006], [1.419, 1.762, 1.104], [1.671, -0.291, 2.826], [-0.438, -1.680, -0.470], [-0.733, 1.127, -0.540], [1.023, 0.830, 1.141], [0.765, -1.316, 1.295], [0.135, -1.015, 0.184]], "nbo_charge": [-0.45, 0.51, 0.17, 0.23, 0.15, 0.20, 0.44, 0.21, 0.45, -0.57, -0.58, -0.30, -0.46], "spin_multiplicity": 1}


c:
{"formula": "C3H6N4", "method": "the ωB97M-V functional and the def2-TZVPD basis", "symbols": ["C", "N", "C", "C", "N", "N", "N", "H", "H", "H", "H", "H", "H"], "xyz": [[-2.259, 0.023, -0.002], [0.347, -0.956, 0.153], [1.191, 0.030, -0.017], [-1.014, 0.532, 0.554], [2.533, -0.100, -0.318], [0.747, 1.305, 0.086], [-0.412, 1.420, 1.116], [0.744, -1.874, 0.325], [2.769, -0.823, -0.979], [3.026, 0.770, -0.451], [-2.479, -0.956, 0.423], [-3.067, 0.732, 0.188], [-2.126, -0.104, -1.078]], "nbo_charge": [-0.72, -0.83, 0.52, 0.61, -0.81, -0.43, -0.29, 0.37, 0.38, 0.40, 0.26, 0.25, 0.27], "spin_multiplicity": 1}


Most stable structure, least stable structure: c, b.


a:
{"formula": "C3H6N4", "method": "the ωB97M-V functional and the def2-TZVPD basis", "symbols": ["C", "C", "C", "N", "N", "N", "N", "H", "H", "H", "H", "H", "H"], "xyz": [[-0.206, 0.559, 0.954], [0.102, 0.928, -1.361], [-0.196, -0.445, 2.062], [0.360, -1.255, -1.822], [0.411, -1.109, -0.522], [0.309, -0.082, -2.352], [0.020, 0.174, -0.232], [-0.317, 1.594, 1.297], [-0.481, 1.769, -1.543], [-0.004, -0.024, 3.051], [0.759, -1.031, 1.756], [-1.041, -1.023, 2.002], [0.283, -0.056, -3.291]], "nbo_charge": [-0.10, -0.11, -0.64, -0.01, -0.19, -0.30, -0.12, 0.20, 0.21, 0.22, 0.23, 0.21, 0.40], "spin_multiplicity": 1}


b:
{"formula": "C3H6N4", "method": "the ωB97M-V functional and the def2-TZVPD basis", "symbols": ["C", "N", "N", "C", "N", "C", "N", "H", "H", "H", "H", "H", "H"], "xyz": [[1.463, 0.834, -0.057], [-1.316, -0.496, -0.791], [0.464, -0.149, 0.389], [-0.975, 0.175, 0.306], [-1.515, 0.701, 1.333], [0.155, -1.360, -0.881], [0.721, -2.190, -1.475], [-2.277, -0.779, -0.917], [0.703, -0.558, 1.291], [-2.529, 0.627, 1.307], [1.555, 1.598, 0.714], [2.404, 0.312, -0.224], [1.147, 1.286, -0.996]], "nbo_charge": [-0.41, -0.68, -0.50, 0.56, -0.72, 0.40, -0.49, 0.41, 0.43, 0.35, 0.21, 0.23, 0.22], "spin_multiplicity": 1}


Most stable structure, least stable structure: b, a.


a:
{"formula": "C3H6N4", "method": "the ωB97M-V functional and the def2-TZVPD basis", "symbols": ["C", "C", "C", "H", "H", "H", "H", "H", "H", "N", "N", "N", "N"], "xyz": [[-0.204, 0.349, 1.558], [0.987, 0.542, -1.316], [-0.569, -1.243, -0.198], [-0.640, -0.392, 2.308], [0.879, 0.149, 1.656], [-0.522, 1.333, 1.907], [-0.975, 1.249, -1.456], [1.769, 1.269, -1.682], [-1.308, -1.919, 0.266], [-0.740, 0.101, 0.218], [-0.223, 0.993, -0.745], [1.280, -0.731, -1.449], [0.266, -1.699, -1.068]], "nbo_charge": [-0.43, 0.19, 0.21, 0.21, 0.20, 0.22, 0.39, 0.20, 0.19, -0.30, -0.50, -0.28, -0.29], "smiles": "CN1C=NN=CN1", "spin_multiplicity": 1}


b:
{"formula": "C3H6N4", "method": "the ωB97M-V functional and the def2-TZVPD basis", "symbols": ["C", "C", "C", "N", "N", "N", "N", "H", "H", "H", "H", "H", "H"], "xyz": [[1.030, 0.760, -0.653], [1.959, 1.772, -1.110], [-1.853, -1.533, 1.155], [0.989, -0.414, -0.367], [-1.411, 0.532, 0.220], [0.173, -1.186, 0.238], [-1.069, -0.560, 0.506], [1.301, 2.507, -1.388], [2.746, 2.251, -0.549], [2.563, 1.272, -1.870], [-1.402, -2.509, 1.202], [-2.230, -0.983, 2.079], [-2.798, -1.909, 0.535]], "nbo_charge": [0.36, -0.72, -0.46, -0.12, -0.23, -0.32, 0.02, 0.25, 0.24, 0.26, 0.25, 0.23, 0.22], "spin_multiplicity": 1}


Most stable structure, least stable structure: a, b.